{
  "formula": "C45H45CsN9O2P2S2",
  "method": "wB97M-V/def2-TZVPD",
  "de_lowest_kj_mol": 90.7,
  "spin_multiplicity": 1,
  "lumo_ev": 2.0,
  "e_tot_ha": -3884.46285,
  "homo_ev": -3.58,
  "total_charge": -1,
  "orbital_gap_ev": 5.5,
  "symbols": ["Cs", "N", "C", "N", "C", "N", "N", "C", "C", "C", "C", "C", "C", "N", "C", "C", "C", "C", "C", "C", "H", "H", "H", "H", "H", "H", "H", "H", "H", "H", "H", "S", "P", "C", "P", "S", "C", "C", "C", "C", "C", "C", "C", "C", "C", "C", "C", "C", "C", "C", "C", "C", "C", "C", "C", "C", "C", "C", "C", "C", "H", "H", "H", "H", "H", "H", "H", "H", "H", "H", "H", "H", "H", "H", "H", "H", "H", "H", "H", "H", "N", "C", "C", "C", "C", "N", "C", "N", "N", "C", "O", "O", "H", "H", "H", "H", "H", "H", "H", "H", "H", "H", "H", "H", "H", "H"],
  "positions_angstrom": [[-0.181502, -1.062305, -1.858527], [-2.054559, -4.215036, 1.561934], [-2.110959, -3.147255, 0.735318], [-2.056175, -3.212464, -0.549045], [-1.885486, -4.448065, -1.166734], [-1.718758, -4.597970, -2.434847], [-1.410081, -3.516777, -3.199675], [-1.917755, -3.402499, -4.354299], [-1.462483, -2.328444, -5.271961], [-1.787572, -2.393853, -6.623031], [-1.366478, -1.376245, -7.463797], [-0.637898, -0.325540, -6.933582], [-0.351157, -0.350158, -5.574403], [-0.742367, -1.324212, -4.766584], [-1.912444, -5.662996, -0.329997], [-1.838044, -6.952806, -0.854229], [-1.825958, -8.051760, -0.019565], [-1.887793, -7.875959, 1.362917], [-1.964682, -6.609757, 1.903099], [-1.978926, -5.502977, 1.054994], [-2.036938, -4.059062, 2.557359], [-2.204512, -2.173707, 1.213966], [-2.708048, -4.063456, -4.720382], [-2.363184, -3.229295, -7.001318], [-1.607813, -1.402865, -8.518941], [-0.301164, 0.496171, -7.550400], [0.220088, 0.448676, -5.111325], [-1.778142, -7.057822, -1.928582], [-1.763157, -9.048282, -0.435993], [-1.873599, -8.735419, 2.020815], [-2.006838, -6.465505, 2.976232], [-1.398335, 0.765137, 1.210123], [0.497835, 0.195176, 1.653856], [1.244393, -0.789448, 0.532638], [2.741486, -0.432990, -0.141954], [3.066559, -1.292855, -1.922253], [4.147033, -0.964612, 0.953326], [5.455318, -1.033713, 0.474337], [6.491890, -1.444045, 1.298395], [6.233564, -1.808132, 2.616053], [4.933763, -1.762654, 3.096289], [3.899786, -1.345501, 2.263968], [3.180705, 1.347301, -0.404272], [2.500973, 2.035000, -1.413560], [2.794731, 3.357247, -1.699466], [3.779673, 4.024664, -0.977243], [4.452959, 3.356214, 0.031114], [4.154627, 2.027311, 0.316891], [0.240637, -0.760576, 3.223775], [0.427630, -2.139581, 3.183158], [0.154108, -2.927051, 4.295841], [-0.297869, -2.340269, 5.471427], [-0.472852, -0.962408, 5.524547], [-0.212214, -0.182018, 4.406844], [1.347079, 1.710856, 2.266266], [2.299763, 1.680189, 3.279586], [2.955252, 2.840912, 3.672868], [2.676215, 4.045860, 3.046516], [1.738536, 4.084791, 2.021561], [1.077633, 2.928352, 1.642474], [5.644861, -0.771109, -0.560122], [7.503430, -1.493448, 0.912115], [7.041723, -2.137632, 3.258716], [4.718337, -2.060932, 4.116036], [2.876138, -1.340831, 2.617370], [1.736879, 1.517472, -1.983543], [2.265710, 3.870481, -2.496036], [4.016750, 5.058286, -1.200760], [5.211479, 3.870547, 0.609735], [4.683375, 1.523884, 1.115932], [0.818363, -2.564256, 2.262385], [0.323915, -3.998561, 4.254677], [-0.497191, -2.948799, 6.345609], [-0.822394, -0.497267, 6.438862], [-0.381263, 0.888193, 4.444491], [2.533836, 0.744507, 3.772134], [3.691256, 2.798717, 4.467169], [3.193162, 4.949083, 3.348253], [1.531069, 5.018321, 1.510695], [0.337836, 2.947789, 0.851384], [-0.863386, 2.404986, -2.645083], [-2.136874, 2.599494, -1.967051], [-2.529882, 4.082761, -1.802493], [-1.740768, 4.808825, -0.709953], [-2.132734, 4.431751, 0.719983], [-3.543145, 4.646284, 0.997919], [-4.475640, 3.701641, 0.650323], [-4.299837, 2.431607, 0.609669], [-5.728234, 4.225265, 0.347431], [-3.221660, 1.914116, -2.785657], [-3.096279, 1.676824, -3.961776], [-4.351813, 1.600712, -2.146875], [-0.181558, 3.079130, -2.318410], [-1.015128, 2.532103, -3.640957], [-2.077652, 2.122041, -0.982785], [-3.600803, 4.169967, -1.600134], [-2.359134, 4.572088, -2.765620], [-1.876031, 5.889126, -0.835574], [-0.668074, 4.617271, -0.824703], [-1.548777, 5.023864, 1.425500], [-1.891655, 3.389016, 0.926743], [-3.857098, 5.603251, 0.947227], [-3.407588, 2.155613, 1.017923], [-4.325770, 1.822210, -1.182754], [-5.735867, 5.053500, -0.226603], [-6.358382, 3.506598, 0.026086]],
  "forces_ev_per_a": [[-0.8217, 0.4178, -0.2788], [-0.0547, 0.0279, 0.1133], [0.1058, 0.0298, -0.1417], [0.0641, -0.0222, -0.2784], [-0.0804, 0.1497, -0.0814], [-0.1167, -0.4506, -0.0794], [0.1212, 0.2253, 0.2511], [-0.1692, 0.0366, -0.0692], [-0.0120, 0.0031, 0.0457], [-0.0911, -0.0034, 0.0138], [0.0181, 0.0127, -0.0015], [-0.0228, -0.0200, -0.0030], [-0.0274, -0.0998, -0.0331], [-0.1140, -0.0674, -0.3602], [-0.0971, 0.0895, 0.0813], [0.0215, -0.0188, -0.0053], [-0.0062, 0.0050, -0.0205], [0.0001, 0.0028, 0.0122], [0.0234, -0.0199, 0.0198], [0.0180, -0.0199, -0.0268], [0.0438, 0.0268, -0.0011], [0.0675, 0.0298, -0.0280], [0.1291, -0.1490, 0.0194], [-0.0119, 0.0100, 0.0015], [-0.0040, -0.0013, 0.0000], [0.0083, -0.0004, 0.0023], [0.0022, -0.0034, -0.0045], [-0.0081, -0.0052, 0.0005], [0.0003, -0.0013, 0.0005], [0.0013, -0.0044, -0.0057], [-0.0097, 0.0104, -0.0054], [-0.2718, -0.0406, -0.0565], [0.0001, -0.6580, -0.1330], [1.0195, 1.1181, 1.0748], [0.0227, -0.5113, 0.4626], [0.4195, -0.0373, -0.2290], [0.0456, -0.0363, -0.1739], [0.0014, 0.0545, -0.0064], [-0.0132, -0.0024, -0.0113], [-0.0188, 0.0066, 0.0128], [0.0137, 0.0015, -0.0122], [-0.0200, -0.0200, -0.0036], [-0.0782, 0.0076, -0.0321], [-0.0399, -0.0320, 0.0729], [-0.0280, -0.0090, 0.0367], [0.0048, 0.0080, -0.0001], [-0.0121, 0.0121, 0.0018], [-0.0476, 0.0149, 0.0176], [-0.0267, -0.0241, -0.0281], [0.0699, 0.0426, 0.0101], [-0.0044, -0.0233, 0.0500], [0.0241, -0.0204, -0.0379], [-0.0141, 0.0241, -0.0153], [-0.0695, 0.0172, -0.0070], [-0.0646, 0.0791, -0.0695], [0.0049, -0.0345, -0.0051], [0.0075, -0.0232, 0.0009], [-0.0114, 0.0041, -0.0107], [0.0131, 0.0024, 0.0129], [0.0347, -0.0216, 0.0146], [0.0013, -0.0153, -0.0036], [-0.0025, 0.0080, -0.0030], [0.0006, 0.0048, -0.0009], [-0.0012, -0.0008, -0.0008], [-0.0074, 0.0365, 0.0054], [0.0388, -0.0075, -0.0054], [0.0045, 0.0025, -0.0065], [-0.0022, -0.0008, -0.0023], [0.0015, -0.0050, 0.0021], [0.0152, 0.0084, -0.0032], [-0.0418, -0.0102, -0.0189], [-0.0053, 0.0066, -0.0062], [-0.0091, -0.0030, -0.0010], [0.0062, 0.0067, -0.0046], [0.0043, 0.0046, -0.0074], [0.0020, -0.0192, 0.0040], [-0.0056, -0.0022, 0.0024], [0.0006, 0.0004, -0.0038], [-0.0011, 0.0005, 0.0001], [0.0210, -0.0076, -0.0044], [-0.0476, -0.0546, -0.0425], [-0.0620, 0.0828, 0.0352], [0.0784, 0.0040, 0.0580], [-0.0315, 0.0075, -0.0513], [0.0748, -0.0238, -0.0310], [-0.0538, 0.1129, 0.0038], [-0.0494, -0.1375, -0.0606], [-0.0979, 0.1687, -0.1084], [0.0136, -0.0404, 0.0561], [-0.0619, -0.2717, 0.1318], [0.0160, 0.1008, -0.0570], [0.0357, 0.1368, -0.0379], [0.0702, -0.0592, -0.0045], [0.0697, 0.0230, -0.0066], [-0.0413, -0.0247, -0.0288], [0.0097, 0.0051, 0.0003], [-0.0038, 0.0173, -0.0216], [0.0294, 0.0050, -0.0179], [0.0201, 0.0301, -0.0196], [0.0194, -0.0122, 0.0321], [0.0413, -0.0200, 0.0356], [-0.0306, -0.0378, 0.0424], [-0.0322, -0.1064, -0.0320], [0.0818, -0.0135, 0.1502], [0.0145, 0.0039, -0.0346], [-0.0217, 0.0073, -0.0067]]
}

{
  "formula": "C25H38B2FO26PS5",
  "method": "wB97M-V/def2-TZVPD",
  "spin_multiplicity": 1,
  "lumo_ev": -0.8,
  "smiles": "CB(O)C1=CC(=O)c2c([PH2]=O)cc(CB(O)O)c(C[C@@H](C)F)c2C1=O.O=S1(=O)OCCO1.O=S1(=O)OCCO1.O=S1(=O)OCCO1.O=S1(=O)OCCO1.O=S1(=O)OCCO1",
  "e_tot_ha": -5413.51121,
  "homo_ev": -8.97,
  "total_charge": 0,
  "orbital_gap_ev": 8.2,
  "symbols": ["C", "B", "O", "C", "C", "C", "O", "C", "C", "P", "O", "C", "C", "C", "B", "O", "O", "C", "C", "C", "C", "F", "C", "C", "O", "H", "H", "H", "H", "H", "H", "H", "H", "H", "H", "H", "H", "H", "H", "H", "H", "H", "H", "O", "S", "O", "O", "C", "C", "O", "H", "H", "H", "H", "O", "S", "O", "O", "C", "C", "O", "H", "H", "H", "H", "O", "S", "O", "O", "C", "C", "O", "H", "H", "H", "H", "O", "S", "O", "O", "C", "C", "O", "H", "H", "H", "H", "O", "S", "O", "O", "C", "C", "O", "H", "H", "H", "H"],
  "positions_angstrom": [[0.651452, -4.443490, -0.286517], [1.202084, -3.874170, -1.668297], [2.370478, -4.394770, -2.219386], [0.377050, -2.694841, -2.343425], [-0.467574, -2.886836, -3.359242], [-1.222740, -1.780448, -4.032701], [-1.815098, -2.044064, -5.052023], [-1.197146, -0.429112, -3.386255], [-2.053507, 0.589263, -3.834016], [-3.223878, 0.401180, -5.220045], [-2.573436, 0.344809, -6.554815], [-2.050308, 1.831040, -3.192290], [-1.204858, 2.080557, -2.107366], [-1.307879, 3.459175, -1.449742], [-2.290896, 3.299387, -0.181926], [-2.063500, 3.971617, 1.016411], [-3.387426, 2.446380, -0.284360], [-0.330121, 1.078043, -1.643872], [0.543766, 1.398319, -0.444104], [2.048657, 1.647960, -0.756843], [2.446816, 1.571653, -2.234026], [2.410990, 2.926108, -0.292116], [-0.333096, -0.176815, -2.294412], [0.574478, -1.292260, -1.834313], [1.513826, -1.130414, -1.077005], [-0.087108, -3.738572, 0.113369], [1.507920, -4.451504, 0.407955], [0.234682, -5.452745, -0.403911], [3.081117, -4.127706, -1.619693], [-0.598198, -3.910328, -3.741571], [-4.113940, 1.509737, -5.212453], [-4.034100, -0.749618, -5.070729], [-2.749251, 2.592133, -3.539871], [-0.304290, 3.796347, -1.175294], [-1.811524, 4.141311, -2.151286], [-1.900886, 3.278032, 1.668541], [-3.124898, 1.559458, 0.024681], [0.504780, 0.519874, 0.215310], [0.193592, 2.242656, 0.158412], [2.640498, 0.894011, -0.224852], [3.429814, 2.052990, -2.313510], [2.621079, 0.528750, -2.517823], [1.774090, 2.100790, -2.916689], [7.172502, 0.842553, -5.095289], [6.252944, 0.623404, -4.039513], [5.114004, 1.441760, -3.842539], [7.078586, 0.538651, -2.662583], [6.834836, -0.717659, -2.023071], [6.535061, -1.677711, -3.154773], [5.769726, -0.908388, -4.085926], [5.973734, -0.602771, -1.360389], [7.701191, -1.020899, -1.440318], [5.973968, -2.548781, -2.826486], [7.450916, -2.003011, -3.653900], [-4.390143, 5.015375, 3.032501], [-3.089370, 5.363067, 3.478491], [-1.948461, 5.218622, 2.656332], [-2.827344, 4.611613, 4.879090], [-2.531908, 5.567157, 5.899769], [-3.267402, 6.824118, 5.479784], [-3.129840, 6.867819, 4.057188], [-1.451434, 5.723813, 5.919165], [-2.860002, 5.199510, 6.868882], [-2.851746, 7.721605, 5.930690], [-4.332257, 6.758272, 5.716878], [-3.214284, -6.939230, -3.873017], [-1.853483, -7.333429, -3.867396], [-1.219878, -7.859722, -2.713742], [-0.973126, -6.112210, -4.433918], [-0.229294, -6.536445, -5.582560], [-1.067332, -7.632889, -6.202464], [-1.608392, -8.348926, -5.086134], [0.736640, -6.915942, -5.242455], [-0.070514, -5.701780, -6.261165], [-0.484296, -8.295771, -6.836061], [-1.899842, -7.220710, -6.776922], [-2.598614, 0.005788, 0.638219], [-1.779170, -0.701631, 1.560849], [-0.809302, -1.639234, 1.128933], [-2.731514, -1.391134, 2.642108], [-2.380880, -0.944302, 3.963404], [-1.819376, 0.442987, 3.765048], [-1.072384, 0.352839, 2.533652], [-1.628558, -1.625994, 4.365037], [-3.253764, -0.948667, 4.610157], [-1.177500, 0.751531, 4.591959], [-2.616518, 1.178676, 3.625653], [-0.721612, 3.123099, 6.374695], [-0.344388, 1.853936, 6.879198], [-0.992034, 0.655801, 6.461466], [-0.355430, 1.921955, 8.478254], [0.938470, 1.574879, 8.991719], [1.907006, 1.988093, 7.905185], [1.231090, 1.664149, 6.681941], [0.961867, 0.496034, 9.157094], [1.124518, 2.087944, 9.931484], [2.855978, 1.463242, 7.969414], [2.086840, 3.065068, 7.918446]],
  "forces_ev_per_a": [[0.4570, 0.8813, -0.3968], [-0.4066, -0.1906, 0.8459], [-0.1991, 0.9979, 0.0159], [-0.2660, 0.4538, -0.6437], [0.0930, -0.3244, 0.0415], [0.5693, -0.8230, 0.6217], [-0.4323, 0.4538, -0.0954], [0.0227, 0.2731, 0.2097], [-0.6412, 0.1564, 0.3536], [0.6825, -0.6509, -1.9815], [0.0642, 0.3714, 0.1009], [0.1946, -0.8156, -0.0116], [-0.2072, 0.6354, -0.3692], [-0.2980, -0.8634, 0.1149], [-0.2827, 0.0805, 0.1567], [0.6137, -2.5320, -3.2284], [0.8119, 0.0965, 0.0710], [-0.3242, 0.5314, -0.0691], [0.4556, -0.8416, 0.2762], [-0.1978, -0.3419, -0.8762], [0.6946, 0.3172, 0.5092], [-0.2105, -0.2168, 0.1684], [-0.0249, -0.1543, -0.0151], [0.0739, -0.6223, -0.1529], [0.0300, 0.2327, 0.1460], [-0.0060, -0.4519, 0.0520], [-0.2849, -0.3408, -0.0112], [0.1260, 0.2001, 0.1189], [0.1136, -0.5799, -0.0874], [-0.1994, 0.7029, -0.1766], [0.1407, -0.2053, 0.8285], [-0.0387, 0.3782, 0.7610], [0.2441, -0.0494, 0.1826], [-0.3524, 0.3971, -0.0714], [0.4279, -0.0315, 0.0878], [-0.3866, 0.4149, 0.3395], [-0.5074, 0.1001, -0.2225], [0.0659, 0.2790, -0.0950], [-0.1158, -0.0645, -0.3930], [-0.0279, 0.4668, 0.1606], [-0.2799, -0.0721, 0.0061], [-0.3786, 0.2596, -0.1603], [-0.0301, -0.2749, 0.1565], [-0.0244, 0.2178, 0.0047], [0.0824, -0.3042, 0.1496], [0.0941, 0.0441, -0.2759], [0.0693, -0.1981, -0.3474], [-0.3766, -0.1207, 0.3332], [0.4932, -0.1716, -0.1002], [-0.1523, 0.2810, 0.3203], [0.0050, -0.0386, -0.0039], [0.1114, 0.2013, -0.0984], [-0.2082, 0.1027, -0.1446], [0.0089, -0.0273, 0.0602], [0.0567, -0.1654, -0.0925], [0.1504, 0.3971, 0.4009], [-0.0440, 1.8062, 2.4021], [-0.4132, 0.1762, -0.1394], [0.4461, 0.2400, 0.1167], [-0.4626, -0.1258, 0.2167], [0.3059, -0.2485, 0.0348], [-0.0269, 0.0133, 0.0332], [-0.0731, -0.1901, -0.1223], [0.0835, 0.0564, -0.2339], [0.0257, 0.0062, 0.0629], [0.0020, 0.0668, 0.2670], [0.1258, -0.0065, -0.4096], [-0.1645, -0.0430, 0.0953], [-0.3372, -0.2447, -0.1036], [0.5095, -0.1777, -0.0825], [-0.3183, 0.3187, -0.3544], [0.3537, 0.1208, 0.3035], [-0.0079, -0.0071, -0.0239], [-0.1621, 0.1415, 0.1670], [-0.0358, -0.1868, 0.1956], [0.0502, 0.0249, -0.0285], [0.0862, -0.4141, -0.2263], [-0.0157, 0.0627, 0.9518], [-0.0004, 0.1284, -0.3614], [-0.0028, 0.3622, -0.2727], [0.3847, -0.1488, 0.3731], [-0.2965, 0.4937, 0.0772], [-0.0410, -0.4407, -0.1710], [-0.0081, 0.0249, 0.0104], [-0.1384, -0.0627, -0.2263], [-0.1194, -0.2122, -0.8708], [-0.0118, -0.0335, 0.0209], [-0.2969, -0.1475, -0.0868], [0.5256, 0.0411, 0.5919], [0.1176, 0.2681, 0.4097], [0.0954, 0.2220, -0.3271], [0.2458, -0.4888, 0.1408], [0.1359, 0.5247, 0.2104], [-0.3317, -0.3599, 0.1398], [0.0181, 0.0167, 0.0054], [-0.2336, 0.1264, -0.0482], [-0.0821, -0.1352, -0.2446], [0.0196, -0.0189, 0.0333]]
}